i | A cluster of 2 separate species, CH6N2S in total, computed with ωB97M-V with the def2-TZVPD basis set.

Geometry (Å):
1 C 1.70804 0.29838 0.41386
2 N -2.04486 0.97575 -0.44791
3 N -1.06524 -1.43697 -0.21886
4 S -1.15055 0.12873 0.57478
5 H 1.80837 1.43066 0.66955
6 H 1.92205 0.06982 -0.53724
7 H 1.95785 -0.37069 1.18552
8 H -2.05590 1.89949 -0.23195
9 H -1.03087 -1.40762 -1.27125
10 H -0.04888 -1.58754 -0.13651

The LUMO energy (spin up / spin down) is -0.047 / -0.027 eV. The spin multiplicity is 1.

=====

ii | A cluster of 2 separate species, CH6N2S in total, computed with ωB97M-V with the def2-TZVPD basis set.

Geometry (Å):
1 C 1.41765 0.34252 0.40539
2 N -2.15256 -0.88609 -0.40498
3 N 0.47472 1.17860 -0.33374
4 S -1.02255 1.31687 0.09220
5 H 2.11027 0.89971 0.97933
6 H 0.79186 -0.38475 1.01884
7 H 2.05050 -0.21884 -0.27162
8 H -3.10823 -0.74674 -0.71463
9 H -2.20445 -0.88316 0.55811
10 H 0.77314 1.54805 -1.33665

The LUMO energy (spin up / spin down) is -0.509 / -0.509 eV. The spin multiplicity is 1.

=====

What should be chosen as the least stable of them? Choose i.

=====

i | A cluster of 8 separate species, C32H88N8O8 in total, computed with ωB97M-V with the def2-TZVPD basis set.

Geometry (Å):
1 C 22.21394 14.12392 -8.50073
2 O 22.58944 13.97809 -7.13636
3 C 23.18390 12.72640 -6.66880
4 C 22.15223 11.88850 -5.93988
5 C 21.79448 12.52107 -4.64054
6 N 22.42344 10.46874 -5.78626
7 H 21.56951 14.99136 -8.64341
8 H 21.65565 13.20156 -8.66097
9 H 23.02720 14.02815 -9.22014
10 H 23.64238 12.14286 -7.46715
11 H 23.96506 12.98483 -5.95388
12 H 21.29987 11.81715 -6.61552
13 H 20.86333 12.10298 -4.25809
14 H 21.44911 13.52310 -4.89499
15 H 22.60207 12.50678 -3.90863
16 H 21.57054 9.92776 -5.78697
17 H 22.88270 10.20556 -6.64645
18 C 29.64723 22.12908 -3.36340
19 O 28.72779 21.06351 -3.54786
20 C 28.48301 20.24723 -2.37690
21 C 27.14803 19.50025 -2.64207
22 C 26.60243 18.93139 -1.33678
23 N 27.28852 18.35339 -3.50944
24 H 30.48374 21.85252 -2.72163
25 H 29.10193 23.02473 -3.06587
26 H 30.13251 22.31106 -4.32230
27 H 29.31558 19.55843 -2.23369
28 H 28.38320 20.92309 -1.52758
29 H 26.41649 20.21054 -3.02734
30 H 25.90138 18.11282 -1.49978
31 H 25.98995 19.72958 -0.91739
32 H 27.37019 18.71653 -0.59350
33 H 27.84579 18.61724 -4.30941
34 H 26.46077 17.90555 -3.87600
35 C 19.28234 19.00747 11.66759
36 O 18.37070 18.02282 11.43273
37 C 17.03731 18.44343 11.59462
38 C 15.94511 17.37119 11.24689
39 C 16.11773 16.77366 9.80445
40 N 14.70545 18.02648 11.18408
41 H 19.37193 19.37532 12.68972
42 H 19.17176 19.79842 10.92579
43 H 20.29742 18.62915 11.54679
44 H 16.83439 18.86494 12.57912
45 H 16.91433 19.30603 10.93972
46 H 15.97561 16.53679 11.94757
47 H 16.03708 17.66157 9.17739
48 H 15.37802 15.99690 9.61063
49 H 17.09659 16.30109 9.72314
50 H 14.35975 18.44392 10.33183
51 H 14.70999 18.73305 11.90577
52 C 10.00581 20.26501 -3.39877
53 O 10.05479 20.01381 -4.83487
54 C 9.35830 21.02294 -5.60055
55 C 9.67089 20.77035 -7.08236
56 C 9.09477 21.77613 -8.07594
57 N 9.36984 19.43379 -7.56627
58 H 9.29388 21.01841 -3.06168
59 H 11.01789 20.42889 -3.02870
60 H 9.79285 19.37444 -2.80746
61 H 8.34568 20.91175 -5.21281
62 H 9.65130 22.02744 -5.29520
63 H 10.75832 20.77063 -7.15716
64 H 8.05261 21.92414 -7.79295
65 H 9.00720 21.58196 -9.14492
66 H 9.74004 22.65167 -8.00412
67 H 8.37942 19.42586 -7.36851
68 H 9.72510 18.76435 -6.89864
69 C 15.03664 14.22959 -5.22097
70 O 14.35663 12.99840 -5.32844
71 C 13.74768 12.68384 -6.56504
72 C 13.20433 11.22208 -6.67600
73 C 14.24760 10.09385 -6.57234
74 N 12.25115 10.94868 -7.76372
75 H 15.71093 14.18695 -4.36562
76 H 14.31718 15.03580 -5.07781
77 H 15.63370 14.44595 -6.10686
78 H 12.96512 13.44026 -6.62439
79 H 14.34640 13.00272 -7.41824
80 H 12.63114 11.00574 -5.77448
81 H 14.73739 9.96553 -7.53761
82 H 13.78019 9.15727 -6.26835
83 H 15.02676 10.40479 -5.87639
84 H 11.37570 11.35952 -7.47235
85 H 12.43747 11.53383 -8.56558
86 C 13.38600 2.93915 3.90980
87 O 13.47679 3.75892 2.75668
88 C 12.95237 5.12136 3.07341
89 C 12.11236 5.69380 1.91219
90 C 13.01965 5.73507 0.59234
91 N 11.55590 6.95425 2.33024
92 H 13.54304 3.40827 4.88107
93 H 14.15914 2.17936 4.02411
94 H 12.36871 2.54832 3.93181
95 H 12.25860 5.15094 3.91359
96 H 13.73639 5.87335 3.16240
97 H 11.23574 5.08671 1.68620
98 H 13.26161 4.71188 0.30486
99 H 13.89062 6.37639 0.72733
100 H 12.34525 6.17264 -0.14373
101 H 10.81290 7.25316 1.71486
102 H 12.27829 7.57183 1.98839
103 C 17.58900 14.26339 2.37639
104 O 16.84963 13.15030 1.92165
105 C 15.65442 12.93778 2.59321
106 C 14.42386 13.55022 1.84842
107 C 13.27291 13.66130 2.84704
108 N 13.96491 12.63876 0.80277
109 H 18.56943 14.42322 1.92775
110 H 17.66359 14.23092 3.46335
111 H 17.11634 15.21912 2.14995
112 H 15.39617 11.88526 2.70986
113 H 15.65869 13.34311 3.60503
114 H 14.59986 14.59112 1.57701
115 H 13.04104 12.69369 3.29208
116 H 12.36666 14.05376 2.38575
117 H 13.51868 14.30610 3.69080
118 H 14.72898 12.28107 0.24748
119 H 13.57244 13.25349 0.10408
120 C 8.03806 22.89138 8.52145
121 O 8.22992 21.98167 7.39472
122 C 8.08985 20.67414 7.89711
123 C 8.42359 19.51225 6.82491
124 C 8.04953 18.06771 7.26754
125 N 9.80034 19.62286 6.36345
126 H 7.13627 22.73559 9.11358
127 H 8.04480 23.86821 8.03787
128 H 8.84120 22.78543 9.25072
129 H 8.69631 20.51138 8.78807
130 H 7.09989 20.49229 8.31547
131 H 7.73409 19.53626 5.98104
132 H 8.82679 17.32034 7.10817
133 H 7.02127 17.82068 7.00339
134 H 7.86499 18.05153 8.34169
135 H 9.92329 18.96089 5.61060
136 H 10.01121 20.57189 6.08964

The LUMO energy is 0.509 eV. The spin multiplicity is 1. As for the SMILES: COC[C@H](C)N.COC[C@H](C)N.COC[C@H](C)N.COC[C@H](C)N.COC[C@H](C)N.COC[C@H](C)N.COC[C@H](C)N.COC[C@H](C)N.

=====

ii | A cluster of 8 separate species, C32H88N8O8 in total, computed with ωB97M-V with the def2-TZVPD basis set.

Geometry (Å):
1 C 1.17776 -2.38269 -1.38269
2 O 2.34622 -2.13632 -2.14574
3 C 1.98771 -1.95944 -3.50807
4 C 3.27715 -1.81318 -4.30325
5 C 3.98846 -0.51488 -3.94852
6 N 3.00660 -1.76109 -5.75458
7 H 1.40140 -2.58056 -0.33306
8 H 0.66977 -3.30570 -1.68601
9 H 0.44867 -1.57161 -1.42226
10 H 1.42027 -2.80169 -3.92161
11 H 1.33866 -1.07454 -3.55911
12 H 3.87516 -2.68885 -4.04456
13 H 4.96592 -0.33228 -4.38702
14 H 4.12532 -0.48251 -2.86448
15 H 3.27627 0.28452 -4.17428
16 H 2.29999 -2.44743 -6.01177
17 H 2.48927 -0.89305 -5.88336
18 C 5.28368 2.92525 0.09794
19 O 6.40802 3.72275 -0.21803
20 C 6.74472 4.65069 0.81964
21 C 7.40643 5.83958 0.14443
22 C 7.47897 7.02213 1.10893
23 N 6.62498 6.31400 -1.02817
24 H 5.28817 2.02632 -0.51706
25 H 4.37060 3.49521 -0.09357
26 H 5.38037 2.59928 1.13714
27 H 5.87737 4.96372 1.40680
28 H 7.45499 4.21623 1.52850
29 H 8.41384 5.55928 -0.17459
30 H 8.03175 7.90019 0.77736
31 H 7.72373 6.76673 2.14358
32 H 6.47106 7.42033 1.27408
33 H 6.61910 5.56395 -1.71344
34 H 7.17327 7.03542 -1.48651
35 C -2.26836 0.54585 -2.33936
36 O -2.78025 -0.53034 -3.12372
37 C -2.05935 -1.67821 -2.74403
38 C -2.71928 -2.89157 -3.41011
39 C -2.20687 -4.21992 -2.94628
40 N -2.66749 -2.82699 -4.86699
41 H -1.17584 0.59462 -2.40651
42 H -2.46694 0.47793 -1.26740
43 H -2.65602 1.47270 -2.75557
44 H -0.99737 -1.74330 -3.01546
45 H -2.10609 -1.81617 -1.65719
46 H -3.76305 -2.88638 -3.07474
47 H -1.20626 -4.41338 -3.34248
48 H -2.83064 -5.06831 -3.23289
49 H -2.22416 -4.29320 -1.85506
50 H -1.72035 -3.01392 -5.19171
51 H -2.76948 -1.87460 -5.20837
52 C -1.83640 0.83094 4.13297
53 O -1.96388 -0.56292 4.11052
54 C -3.27950 -1.04999 3.87275
55 C -3.23866 -2.55849 3.83859
56 C -2.21081 -3.19526 2.89022
57 N -4.54776 -3.10213 3.48147
58 H -2.35079 1.33237 3.30237
59 H -0.77670 1.03449 3.97244
60 H -2.18104 1.34154 5.03657
61 H -3.87080 -0.79820 4.75919
62 H -3.66981 -0.57309 2.96682
63 H -2.98609 -2.85921 4.85791
64 H -2.16815 -4.25918 3.12667
65 H -1.16937 -2.85784 2.92753
66 H -2.41029 -3.03476 1.82699
67 H -4.78805 -2.78025 2.54854
68 H -4.42507 -4.10472 3.41801
69 C -1.00656 -0.40739 1.03418
70 O 0.06308 0.02755 0.22712
71 C 0.63623 1.24892 0.65573
72 C 1.67897 1.70425 -0.35044
73 C 1.16997 1.99996 -1.77341
74 N 2.71195 0.66359 -0.46096
75 H -0.69884 -0.88162 1.96535
76 H -1.68241 -1.04807 0.46268
77 H -1.71167 0.40748 1.24565
78 H -0.11074 2.04548 0.72740
79 H 1.16315 1.07483 1.59826
80 H 2.19770 2.62133 -0.05025
81 H 1.96721 2.18259 -2.49052
82 H 0.56315 2.91307 -1.70558
83 H 0.47019 1.24597 -2.14029
84 H 3.05071 0.74228 -1.40995
85 H 2.11930 -0.16578 -0.48518
86 C -4.11489 2.36894 0.98668
87 O -3.08984 2.53141 0.03013
88 C -1.95793 3.15897 0.59204
89 C -0.77135 3.20675 -0.37296
90 C 0.42591 4.07783 0.03407
91 N -1.25371 3.71119 -1.67643
92 H -5.04918 2.15181 0.47542
93 H -4.30756 3.34083 1.46233
94 H -3.77865 1.73448 1.81120
95 H -2.10427 4.11991 1.09983
96 H -1.65165 2.54075 1.45302
97 H -0.38222 2.21103 -0.61036
98 H 0.77982 3.66768 0.98265
99 H 0.09750 5.09405 0.26541
100 H 1.13871 4.09690 -0.78474
101 H -1.28017 4.72384 -1.62056
102 H -2.20480 3.36791 -1.75731
103 C 2.53599 1.41821 4.57535
104 O 3.08512 0.10064 4.51428
105 C 3.61052 -0.29637 3.27771
106 C 3.50456 -1.81432 3.03558
107 C 4.21044 -2.23246 1.75842
108 N 2.07351 -2.13930 2.96339
109 H 3.30975 2.16334 4.38868
110 H 2.04397 1.49559 5.54062
111 H 1.76035 1.53907 3.81219
112 H 3.09837 0.22372 2.45861
113 H 4.66578 -0.00902 3.16578
114 H 3.97649 -2.30278 3.89083
115 H 3.67604 -1.82577 0.89269
116 H 4.06128 -3.30649 1.64214
117 H 5.23806 -1.89257 1.64978
118 H 1.67750 -1.60513 2.19601
119 H 1.62166 -1.81940 3.81201
120 C -4.92265 -1.50615 -0.03924
121 O -5.25857 -2.65954 0.67837
122 C -5.33236 -3.82932 -0.13245
123 C -6.71293 -3.89224 -0.89475
124 C -7.84032 -3.86853 0.11701
125 N -6.66391 -5.22067 -1.50167
126 H -4.88727 -0.60258 0.57269
127 H -5.57069 -1.35129 -0.90311
128 H -3.88175 -1.52060 -0.39034
129 H -4.48223 -3.92529 -0.81431
130 H -5.31597 -4.70162 0.51986
131 H -6.79304 -2.98919 -1.50507
132 H -8.75825 -3.67642 -0.44664
133 H -7.74882 -3.09219 0.87470
134 H -7.97139 -4.83377 0.60638
135 H -5.93578 -5.28655 -2.20742
136 H -7.50523 -5.41758 -2.03664

The LUMO energy is 0.417 eV. The spin multiplicity is 1. As for the SMILES: COC[C@H](C)N.COC[C@H](C)N.COC[C@H](C)N.COC[C@H](C)N.COC[C@H](C)N.COC[C@H](C)N.COC[C@H](C)N.COC[C@H](C)N.

=====

What should be chosen as the least stable of them? Choose i.

=====

i | An isolated molecule of C4H10FN, computed with ωB97M-V with the def2-TZVPD basis set.

Geometry (Å):
1 C -2.29473 -0.19098 -0.26296
2 N -0.81312 -0.05366 -0.45997
3 C -0.01581 -0.58687 0.63050
4 C 1.50057 -0.29436 0.29245
5 C 1.61692 1.10939 -0.23395
6 F 1.96670 -1.29056 -0.60631
7 H -2.70256 -1.11678 0.20601
8 H -2.71539 -0.04426 -1.19189
9 H -2.48476 0.60285 0.45728
10 H -0.54796 -0.48815 -1.31566
11 H -0.12873 -1.65972 0.71801
12 H -0.35353 -0.14020 1.51065
13 H 2.05662 -0.35573 1.20938
14 H 2.65245 1.28698 -0.61518
15 H 1.41357 1.83406 0.62412
16 H 0.84975 1.38798 -0.96249

The LUMO energy is 1.083 eV. The spin multiplicity is 1. As for the SMILES: CNC[C@H](C)F.

=====

ii | An isolated molecule of C4H10FN, computed with ωB97M-V with the def2-TZVPD basis set.

Geometry (Å):
1 C 2.14868 0.32099 0.12462
2 N 0.83229 0.28309 0.63872
3 C -0.38715 0.25969 -0.25640
4 C -1.86341 0.23999 0.88250
5 C -0.57778 -0.89405 -1.20657
6 F -0.39148 1.54856 -0.89127
7 H 2.23148 0.24632 -0.97142
8 H 2.55813 1.36565 0.16686
9 H 2.79551 -0.35653 0.71065
10 H 0.69205 0.08694 1.63343
11 H -1.36484 -0.14953 1.83491
12 H -2.42148 1.17311 1.09441
13 H -2.43066 -0.60522 0.47208
14 H 0.46089 -1.25648 -1.57750
15 H -1.21851 -0.61444 -1.98660
16 H -1.06373 -1.64809 -0.66842

The LUMO energy is 1.013 eV. The spin multiplicity is 1. As for the SMILES: CNC(C)(C)F.

=====

What should be chosen as the least stable of them? Choose ii.